(1)
{"formula": "C42H34Cl5CsN3O5P", "method": "the ωB97M-V functional and the def2-TZVPD basis", "species": ["Cs", "Cl", "Cl", "Cl", "Cl", "Cl", "P", "O", "O", "O", "O", "O", "N", "N", "N", "C", "C", "C", "C", "C", "C", "C", "C", "C", "C", "C", "C", "C", "C", "C", "C", "C", "C", "C", "C", "C", "C", "C", "C", "C", "C", "C", "C", "C", "C", "C", "C", "C", "C", "C", "C", "C", "C", "C", "C", "C", "C", "H", "H", "H", "H", "H", "H", "H", "H", "H", "H", "H", "H", "H", "H", "H", "H", "H", "H", "H", "H", "H", "H", "H", "H", "H", "H", "H", "H", "H", "H", "H", "H", "H", "H"], "positions_angstrom": [[-0.4361, 0.5180, 1.2889], [5.0085, -5.8569, 3.4759], [3.9866, -7.0002, 0.7638], [0.5335, -2.8592, 0.2907], [1.7486, -5.5203, -0.8211], [3.7835, -3.2134, 4.6375], [0.3425, 0.6846, 4.6495], [0.0317, -0.2749, -6.3038], [-1.4073, 4.1495, 4.1699], [-3.1852, 4.6929, -2.8537], [-1.4480, -1.6262, -3.0509], [-0.4175, 2.5796, 2.8846], [-0.4094, 0.7060, -2.0063], [-0.8854, 1.1244, -4.2971], [-2.0321, 2.2726, -2.6769], [1.7993, -3.6915, 1.2311], [2.2084, -3.1326, 2.4169], [3.7601, -5.0149, 2.6058], [-1.3370, -0.2149, -6.2235], [-3.6537, 4.0575, 0.7318], [2.0279, 1.2254, 4.1671], [0.7671, -2.5870, -3.2909], [-2.0069, -2.8089, -3.5688], [-3.5718, -0.7317, -6.9346], [-3.2088, 0.6231, -4.9742], [2.1363, -2.4682, -3.0727], [-1.8314, 0.5322, -5.1346], [3.3085, -5.5320, 1.3938], [-4.0663, -0.0065, -5.8678], [-1.1093, 1.3130, -2.8919], [0.7992, -0.1648, 6.2138], [-2.5837, 2.7856, -1.4630], [-3.6928, 4.7016, -0.4977], [-3.1105, 2.7799, 0.8128], [-0.0912, -1.5518, -2.9534], [1.7848, -0.2778, -2.1722], [-2.5799, 2.0631, -0.2734], [-0.8109, 3.0880, 3.9780], [4.2298, 0.5231, 3.4648], [1.4713, -1.6109, 8.5134], [2.6445, -1.3184, -2.5029], [-0.4478, 2.2239, 5.2336], [0.4191, -0.3489, -2.4187], [1.7041, 0.3511, 7.1423], [-3.1508, 4.0570, -1.5927], [0.2457, -1.4172, 6.4573], [2.0361, -0.3619, 8.2819], [2.4802, 2.5411, 4.2231], [2.9090, 0.2226, 3.7618], [4.6823, 1.8322, 3.5500], [0.5964, -1.3477, -7.0224], [3.1878, -3.8348, 3.0726], [3.8014, 2.8395, 3.9193], [-2.1938, -0.8397, -7.1095], [2.3075, -4.8668, 0.6869], [-4.4211, 4.4750, -3.5009], [0.5754, -2.1371, 7.5984], [-1.7917, -1.4151, -7.9325], [-3.0814, -2.6433, -3.5971], [0.1675, -2.3027, -6.7043], [1.7462, -2.1776, 9.3953], [0.1717, 2.8041, 5.9243], [-1.3570, 1.9643, 5.7821], [-4.1025, 5.6983, -0.6231], [4.1371, 3.8696, 3.9601], [-2.1215, 2.9022, -3.4611], [4.8933, -0.2777, 3.1604], [-1.6534, -3.0050, -4.5877], [-4.6140, 3.4051, -3.6496], [-0.4283, -1.8503, 5.7276], [0.3675, -3.5112, -3.6846], [2.1602, 0.6214, -1.6983], [2.5602, -0.8030, 3.6608], [-1.7815, -3.6694, -2.9310], [-5.2505, 4.8921, -2.9196], [-4.2416, -1.2247, -7.6277], [2.7498, 0.0516, 8.9853], [2.7878, -3.2998, -3.3091], [5.7147, 2.0699, 3.3199], [2.1650, 1.3150, 6.9578], [1.6591, -1.3406, -6.7904], [-3.0917, 2.3351, 1.8089], [0.1476, -3.1200, 7.7559], [0.0314, 0.7338, -4.4726], [-5.1348, 0.0708, -5.7090], [-4.3756, 4.9692, -4.4734], [0.4583, -1.2275, -8.1021], [1.8001, 3.3443, 4.4740], [3.7016, -1.2323, -2.2862], [-3.6012, 1.1549, -4.1193], [-4.0207, 4.5535, 1.6244]], "mulliken_charge": [1.363, -0.229, -0.243, -0.100, -0.206, -0.230, 0.153, -0.402, -0.800, -0.567, -0.211, -0.598, -0.043, -0.333, 0.170, 0.666, -1.345, -0.558, 1.227, -0.640, 0.707, -0.488, -1.151, -0.553, -0.461, -0.981, 0.082, 0.666, -1.079, -0.181, 0.176, -0.066, -0.258, -0.087, 1.370, -0.180, -1.405, 0.288, -0.411, -0.381, -0.737, -1.062, -0.761, -0.036, 0.645, -0.371, -0.685, -0.191, -0.464, -0.537, -0.955, 1.285, -0.631, -0.590, -0.621, -0.726, -0.526, 0.328, 0.243, 0.375, 0.356, 0.394, 0.527, 0.405, 0.387, 0.434, 0.439, 0.362, 0.198, 0.299, 0.468, 0.541, 0.063, 0.343, 0.358, 0.366, 0.360, 0.468, 0.342, 0.336, 0.296, 0.314, 0.348, 0.556, 0.396, 0.262, 0.317, 0.203, 0.384, 0.480, 0.338], "charge": -2, "de_lowest_kcal_mol": 15.5, "homo_lumo_gap_ev": 5.1967}

(2)
{"formula": "C22H46Cl22INO2P2", "method": "the ωB97M-V functional and the def2-TZVPD basis", "species": ["I", "Cl", "Cl", "Cl", "Cl", "Cl", "Cl", "Cl", "Cl", "Cl", "Cl", "Cl", "Cl", "Cl", "Cl", "Cl", "Cl", "Cl", "Cl", "Cl", "Cl", "Cl", "Cl", "P", "P", "O", "O", "N", "C", "C", "C", "C", "C", "C", "C", "C", "C", "C", "C", "C", "C", "C", "C", "C", "C", "C", "C", "C", "C", "C", "H", "H", "H", "H", "H", "H", "H", "H", "H", "H", "H", "H", "H", "H", "H", "H", "H", "H", "H", "H", "H", "H", "H", "H", "H", "H", "H", "H", "H", "H", "H", "H", "H", "H", "H", "H", "H", "H", "H", "H", "H", "H", "H", "H", "H", "H"], "positions_angstrom": [[-5.0901, -0.9839, -1.4847], [-0.8828, 7.8692, 0.0670], [4.7817, -4.3588, 0.7240], [-3.9953, 9.8314, -1.3457], [-8.3459, -1.3405, -0.3057], [0.2853, 6.9258, 2.5760], [-3.0905, 4.8820, -3.2808], [7.0528, 5.3257, 0.3108], [4.4515, 7.3084, 3.2614], [5.7212, 2.7410, 0.7310], [-3.7385, 4.6698, -0.4327], [-4.4681, -4.7007, 2.7998], [6.2222, -1.1139, -5.9221], [3.1331, 4.7155, 3.6059], [-4.6175, -5.5448, -0.0242], [3.8219, -5.2711, -3.8996], [5.6837, -2.2123, -3.2576], [1.4903, 2.3717, 1.6996], [-4.6060, 8.0734, 0.9248], [5.6870, -7.2236, -2.7540], [-9.5234, 0.4613, -2.2981], [3.7161, -7.0480, 1.2026], [-1.3132, 3.2079, 1.6236], [0.4579, -0.7376, -1.2507], [-1.0629, -2.0350, -0.0923], [-2.5172, 0.2973, -2.0610], [0.9324, -5.3863, -0.9880], [-2.4297, -2.8979, 0.7474], [2.9987, -1.5268, -0.0338], [0.1302, -3.4649, 0.1589], [0.3728, 3.7388, 1.6210], [1.1487, -1.6676, -2.6907], [4.5029, -5.9565, -2.4151], [1.9447, -0.4065, -0.2046], [-0.5819, -1.2064, 2.5559], [3.5108, 6.2796, 4.3464], [6.1348, 4.3125, 1.4310], [0.3004, -4.3622, -1.0441], [-9.5812, -0.1160, -0.6302], [-3.4301, 3.7848, -1.9368], [-4.9401, 8.4551, -0.7712], [-5.1373, -5.8552, 1.6402], [-1.1874, -0.7353, 1.2085], [3.7513, -5.3694, 1.7504], [2.3168, -0.8843, -3.3202], [-2.9443, -0.7711, -1.7942], [-1.1758, 7.5429, 1.7725], [6.0867, -2.5771, -4.9401], [-2.1836, -2.0633, -1.6138], [-1.6019, -1.1736, 3.7009], [-0.2111, -4.0920, -1.9800], [0.3388, -1.7409, -3.4148], [5.2157, 4.8256, 1.6827], [3.6962, -6.3799, -1.8284], [-1.1932, -1.6535, 4.5890], [-2.9263, -2.8344, -1.4516], [1.1075, -3.1043, 0.4797], [-2.5088, -1.7044, 3.4118], [2.7429, -4.9767, 1.7140], [-0.2396, -4.1299, 0.9440], [-9.4065, 0.7244, 0.0301], [1.5253, -2.6643, -2.4643], [1.6387, -0.0538, 0.7756], [-6.2172, -5.7820, 1.6721], [2.5799, 6.7826, 4.5802], [-0.2003, -2.2254, 2.4780], [5.2988, -3.1972, -5.3480], [-1.9465, 6.7849, 1.8492], [4.0032, -1.1127, 0.0328], [-2.5717, 3.1399, -1.7873], [4.0914, 6.1012, 5.2430], [-4.3109, 3.2031, -2.1789], [2.3814, -1.0916, -4.3884], [-5.9911, 8.7004, -0.8579], [2.2079, 0.1933, -3.2020], [4.9930, -5.1591, -1.8718], [0.5632, 4.2794, 0.7013], [-4.8070, -6.8484, 1.9176], [-1.8757, -0.1481, 3.9422], [-1.6364, -2.3038, -2.5243], [0.2596, -0.5644, 2.8121], [2.4263, 0.4457, -0.6846], [7.0370, -3.0962, -4.9588], [2.8260, -2.0665, 0.9011], [4.1525, -5.3463, 2.7560], [-1.4795, 8.4597, 2.2623], [-0.6780, 0.1638, 0.8607], [-2.6275, -3.8143, 0.3528], [0.5286, 4.3746, 2.4789], [-4.6883, 7.5852, -1.3675], [-2.2331, -3.0699, 1.7283], [6.7377, 4.1451, 2.3152], [-2.2372, -0.4781, 1.3290], [-10.5538, -0.5571, -0.4508], [2.9487, -2.2692, -0.8283], [3.2441, -1.2181, -2.8627]], "mulliken_charge": [0.013, -0.128, -0.126, -0.152, -0.135, -0.091, -0.179, -0.168, -0.137, -0.112, -0.127, -0.123, -0.173, -0.055, -0.132, -0.166, -0.092, -0.137, -0.145, -0.189, -0.146, -0.155, -0.181, -0.436, 1.567, -0.413, -0.507, -0.555, -1.587, -0.122, -0.089, -0.380, 0.266, 0.189, -0.238, -0.339, 0.065, -0.502, -0.279, -0.010, -0.084, -0.323, -1.171, 0.000, -1.085, -0.074, -0.323, -0.281, -0.899, -1.500, 0.384, 0.454, -0.069, 0.117, 0.421, 0.537, -0.289, 0.329, -0.112, 0.735, 0.259, 0.280, -0.105, 0.283, 0.225, 0.174, 0.149, 0.184, 0.393, 0.038, 0.357, 0.282, 0.454, 0.316, 0.323, -0.043, 0.336, 0.315, 0.340, 0.416, 0.388, 0.709, 0.381, 0.355, 0.407, 0.350, 0.439, -0.007, 0.075, 0.068, 0.082, 0.274, 0.631, 0.283, 0.240, -0.012], "smiles": "CCCP(N)(CC=O)(CC(=O)I)P(CC)CC.ClCCl.ClCCl.ClCCl.ClCCl.ClCCl.ClCCl.ClCCl.ClCCl.ClCCl.ClCCl.ClCCl", "homo_lumo_gap_ev": 7.5691}

(3)
{"formula": "C13H17ClN3O3P", "method": "the ωB97M-V functional and the def2-TZVPD basis", "species": ["Cl", "P", "O", "O", "O", "N", "N", "N", "C", "C", "C", "C", "C", "C", "C", "C", "C", "C", "C", "C", "C", "H", "H", "H", "H", "H", "H", "H", "H", "H", "H", "H", "H", "H", "H", "H", "H", "H"], "positions_angstrom": [[-4.9241, 3.9494, 0.7509], [0.5734, -0.7526, -0.1783], [0.2184, 0.2325, -1.2409], [1.5396, -1.9743, -0.7613], [-0.8174, -1.3874, 0.4741], [1.4632, 0.2277, 0.8916], [-3.7270, -2.4696, -3.1603], [-1.6038, -1.9948, -0.5166], [-3.5314, 0.1540, 0.7425], [-4.0584, 1.3810, 1.1507], [3.0115, -3.7422, -0.1260], [-4.1803, 2.4309, 0.2188], [3.4044, 1.7395, 1.1202], [-3.2372, -1.9894, -2.2157], [-3.1077, -0.0958, -0.5862], [-2.6459, -1.3789, -1.0445], [-3.7061, 2.2161, -1.0607], [2.7946, 0.5007, 0.4001], [-3.1631, 0.9940, -1.4587], [2.8422, 3.0720, 0.6434], [1.7157, -3.0155, 0.1980], [3.4386, -0.3825, 0.5862], [3.2115, 1.6997, 2.1969], [3.1160, -4.5742, 0.5754], [2.7821, 0.7113, -0.7054], [3.0801, 3.2183, -0.3950], [3.8989, -3.1247, 0.0631], [3.2904, 3.9177, 1.2244], [1.7574, 3.1142, 0.7991], [4.4625, 1.8099, 0.9416], [3.0622, -4.0694, -1.1896], [-4.3427, 1.5482, 2.1901], [1.6820, -2.6698, 1.2020], [-3.4930, -0.6781, 1.4318], [-2.8488, 0.9418, -2.4875], [0.8460, -3.7209, 0.1069], [-3.7475, 3.0470, -1.7709], [0.9435, 1.1142, 0.9898]], "mulliken_charge": [-0.205, 1.241, -0.774, -0.322, -0.221, -0.407, -0.410, -0.526, -0.109, -0.672, -1.216, 0.273, -0.633, -0.152, 0.608, 0.107, -0.643, -0.193, -0.085, -1.167, -0.252, 0.109, 0.337, 0.388, 0.316, 0.315, 0.281, 0.334, 0.337, 0.345, 0.294, 0.400, 0.418, 0.414, 0.452, 0.322, 0.371, 0.322], "smiles": "CCCN[P@@](=O)(OCC)O/N=C(/C#N)c1ccc(Cl)cc1", "homo_lumo_gap_ev": 8.8344}

no.,E_LUMO (eV),E_tot (hartree),highest occupied orbital energy (eV)
1,3.58,-4823.80673,-1.617
2,0.30,-12175.62485,-7.271
3,-0.75,-1697.07964,-9.588